Formula: C8H10AlN2O2
Source: the OMol25 dataset
Level of theory: the ωB97M-V functional and the def2-TZVPD basis

CARTESIAN COORDINATES (ANGSTROEM)
C (3.378, 0.554, 0.767)
C (3.044, -0.927, 0.214)
O (3.825, -1.446, -0.638)
O (1.951, -1.746, 0.646)
C (0.748, -1.564, -0.142)
C (0.198, -0.034, -0.171)
C (-1.361, 0.084, -0.553)
C (-1.692, 1.639, -0.827)
N (-1.859, 2.853, -0.819)
C (-2.379, -0.454, 0.576)
C (-3.763, 0.347, 0.518)
N (-4.668, 1.094, 0.197)
H (2.877, 1.281, 0.017)
H (2.796, 0.675, 1.751)
H (4.497, 0.757, 0.863)
H (-0.077, -2.175, 0.399)
H (0.844, -2.017, -1.195)
H (0.460, 0.404, 0.866)
H (0.863, 0.541, -0.917)
H (-1.580, -0.482, -1.523)
H (-1.923, -0.406, 1.632)
H (-2.540, -1.577, 0.360)
Al (-3.639, 2.600, -2.023)

Results
Highest occupied orbital energy = -20.539 eV
Total charge = +3
Orbital gap = 1.94 eV
Electronic energy = -22087.569 eV

Formula: C6H11N
Source: the OMol25 dataset
Level of theory: the ωB97M-V functional and the def2-TZVPD basis

CARTESIAN COORDINATES (ANGSTROEM)
C (2.032, 0.604, -1.245)
C (1.307, 1.686, -0.281)
C (0.289, 1.049, 0.724)
C (-0.788, 0.306, -0.071)
C (-1.091, -1.004, 0.084)
N (-2.220, -1.796, -0.265)
C (-2.696, -2.498, 0.769)
H (2.738, 1.186, -1.758)
H (2.347, -0.282, -0.559)
H (1.302, 0.249, -1.982)
H (2.160, 2.088, 0.271)
H (0.890, 2.391, -0.948)
H (0.909, 0.394, 1.402)
H (0.073, 1.781, 1.540)
H (-1.124, 0.966, -0.984)
H (-0.437, -1.439, 0.887)
H (-2.175, -2.435, 1.761)
H (-3.517, -3.248, 0.654)

Results
Highest occupied orbital energy (alpha / beta) = 0.141 / -3.268 eV
Total charge = -1
Expectation value of S² = 0.76
Energy relative to the best compared isomer or geometry (same formula, charge and spin) = 1.183 eV
Orbital gap (alpha / beta) = 3.81 / 7.15 eV
Spin multiplicity = 2
Electronic energy = -7887.282 eV

Formula: C25H25Br3F8O24
Source: the OMol25 dataset
Level of theory: the ωB97M-V functional and the def2-TZVPD basis

CARTESIAN COORDINATES (ANGSTROEM)
C (21.562, 4.498, 26.393)
C (20.732, 5.760, 26.629)
O (19.525, 5.492, 25.974)
C (19.719, 4.518, 25.041)
O (18.959, 4.241, 24.180)
O (20.892, 3.898, 25.262)
F (21.316, 6.825, 25.998)
H (21.494, 3.805, 27.229)
H (22.572, 4.691, 26.049)
H (20.568, 5.998, 27.675)
C (19.617, -0.007, 26.667)
C (20.517, 0.800, 25.743)
O (19.757, 0.844, 24.577)
C (18.843, -0.186, 24.602)
O (18.072, -0.377, 23.734)
O (19.023, -0.908, 25.732)
F (21.699, 0.156, 25.508)
H (18.871, 0.567, 27.223)
H (20.186, -0.545, 27.426)
H (20.754, 1.771, 26.173)
C (16.714, 6.619, 22.333)
C (16.284, 6.825, 20.878)
O (15.084, 6.077, 20.824)
C (14.528, 6.071, 22.077)
O (13.416, 5.765, 22.309)
O (15.479, 6.357, 22.989)
F (17.174, 6.294, 20.015)
H (17.239, 7.481, 22.740)
H (17.382, 5.759, 22.405)
H (16.094, 7.862, 20.596)
C (10.865, 1.648, 22.677)
C (10.859, 0.476, 21.707)
O (11.746, -0.418, 22.307)
C (12.609, 0.292, 23.091)
O (13.665, -0.132, 23.438)
O (12.147, 1.518, 23.312)
F (11.360, 0.862, 20.509)
H (10.077, 1.531, 23.427)
H (10.775, 2.652, 22.275)
H (9.894, -0.009, 21.594)
C (12.643, 3.728, 19.381)
C (13.145, 2.957, 18.184)
O (11.961, 2.692, 17.475)
C (10.889, 2.794, 18.316)
O (9.861, 2.241, 18.114)
O (11.248, 3.420, 19.451)
F (13.640, 1.755, 18.616)
H (12.792, 4.805, 19.293)
H (13.082, 3.417, 20.325)
H (13.894, 3.447, 17.572)
C (20.350, 3.559, 17.160)
C (19.046, 3.764, 16.410)
O (19.495, 4.061, 15.105)
C (20.663, 3.379, 14.921)
O (21.155, 3.119, 13.881)
O (21.196, 3.041, 16.125)
F (18.381, 4.847, 16.874)
H (20.209, 2.965, 18.057)
H (20.783, 4.523, 17.434)
H (18.415, 2.874, 16.417)
C (17.196, 2.478, 22.141)
C (15.827, 1.915, 21.811)
O (15.782, 1.976, 20.417)
C (16.760, 2.773, 19.948)
O (16.909, 3.081, 18.808)
O (17.511, 3.256, 20.961)
F (14.852, 2.771, 22.297)
H (17.964, 1.702, 22.148)
H (17.323, 3.077, 23.029)
H (15.608, 0.929, 22.203)
C (15.581, -2.427, 23.734)
C (14.589, -3.423, 23.138)
O (14.184, -2.818, 21.936)
C (15.017, -1.771, 21.662)
O (14.901, -1.067, 20.722)
O (15.913, -1.605, 22.649)
F (13.505, -3.626, 23.936)
H (16.407, -2.894, 24.264)
H (15.051, -1.869, 24.515)
H (15.023, -4.400, 22.912)
C (16.630, 3.189, 26.561)
Br (15.995, 4.923, 25.977)
Br (16.067, 1.843, 25.299)
Br (15.881, 2.858, 28.325)
H (17.704, 3.197, 26.660)

Results
Highest occupied orbital energy = -10.499 eV
Total charge = 0
Orbital gap = 9.94 eV
Electronic energy = -307339.050 eV

Formula: C7H13F2N2O2S
Source: the OMol25 dataset
Level of theory: the ωB97M-V functional and the def2-TZVPD basis

CARTESIAN COORDINATES (ANGSTROEM)
C (1.807, 4.851, -0.566)
C (-0.144, -1.052, 1.198)
C (-1.309, -3.262, 0.350)
C (-0.666, -2.743, -0.849)
C (-1.151, -1.752, 0.279)
C (0.519, 5.224, -0.063)
C (0.761, -2.897, -1.265)
N (0.985, -1.504, 1.637)
N (-2.290, -0.867, 0.001)
O (-0.509, 0.147, 1.435)
O (1.624, 2.349, 0.021)
F (1.453, -3.542, -0.307)
F (1.264, -1.626, -1.519)
S (2.450, 3.346, -0.739)
H (2.541, 5.524, -1.108)
H (-2.340, -3.424, 0.207)
H (-0.867, -3.841, 1.119)
H (-1.312, -2.636, -1.702)
H (0.592, 5.983, 0.629)
H (0.033, 5.782, -0.925)
H (-0.165, 4.579, 0.420)
H (1.005, -3.535, -2.246)
H (1.030, -2.460, 1.599)
H (-3.199, -1.271, 0.224)
H (-2.288, -0.567, -0.992)
H (-1.485, 0.105, 1.013)
H (1.662, -0.912, 2.149)

Results
Highest occupied orbital energy (alpha / beta) = -11.334 / -11.333 eV
Total charge = +1
Energy relative to the best compared isomer or geometry (same formula, charge and spin) = 0.000 eV
Orbital gap (alpha / beta) = 8.44 / 8.44 eV
Electronic energy = -30806.471 eV